# 1
The following is a DFT calculation (the ωB97M-V functional and the def2-TZVPD basis) of the ion C6H10N with charge +1.

Structure (ORCA input):
```
! wB97M-V def2-TZVPD RIJCOSX def2/J DEFGRID3
* xyz 1 1
C -0.161 2.827 1.196
C -0.085 1.663 1.094
N 0.523 0.246 0.526
C 1.457 -0.315 1.210
C -0.052 -0.161 -0.700
C -1.592 -0.129 -0.349
C 0.452 -1.566 -1.164
H -0.563 3.794 1.562
H 2.095 -1.107 1.022
H 1.767 0.092 2.143
H 0.088 0.693 -1.489
H -1.759 -0.790 0.496
H -1.720 0.962 -0.112
H -2.110 -0.395 -1.287
H 0.178 -2.432 -0.625
H 1.530 -1.595 -1.304
H -0.047 -1.788 -2.219
*
```

maximum force = 8.5 eV/Å
energy relative to the best compared isomer or geometry (same formula, charge and spin) = 3.946 eV
Kohn-Sham gap = 10.32 eV

Results of the natural (NBO) charge analysis, in e, for atoms 1 through 2:
1 C -0.122
2 C 0.074


# 2
The following is a DFT calculation (the ωB97M-V functional and the def2-TZVPD basis) of a structure of composition C6H10N.

Structure (ORCA input):
```
! wB97M-V def2-TZVPD RIJCOSX def2/J DEFGRID3
* xyz 1 1
C -1.180 -0.140 -0.545
C 0.053 1.576 -1.478
C 0.502 0.219 -1.056
C 0.057 -0.266 0.322
C 0.346 -1.706 0.666
C 0.219 0.602 1.498
N -1.214 0.794 -1.461
H -2.098 -0.848 -0.509
H 0.012 2.320 -0.787
H 0.298 1.903 -2.569
H 0.871 -0.527 -1.763
H -0.349 -2.097 1.419
H 1.402 -1.765 1.025
H 0.382 -2.466 -0.168
H 0.376 -0.108 2.319
H -0.687 1.198 1.787
H 1.009 1.312 1.300
*
```

maximum force = 4.1 eV/Å
energy relative to the best compared isomer or geometry (same formula, charge and spin) = 2.741 eV
Kohn-Sham gap = 10.36 eV

Results of the natural (NBO) charge analysis, in e, for atoms 1 through 2:
1 C 0.169
2 C -0.285


# 3
The following is a DFT calculation (the ωB97M-V functional and the def2-TZVPD basis) of the ion C6H10N with charge +1.

Structure (ORCA input):
```
! wB97M-V def2-TZVPD RIJCOSX def2/J DEFGRID3
* xyz 1 1
C 1.518 -0.064 -0.276
C 2.756 -0.417 -0.162
C -0.149 -0.866 1.127
C 0.259 0.259 0.178
C -0.165 1.747 0.172
C -2.109 -0.441 -0.295
N -0.710 -0.853 -0.201
H 3.353 -0.439 -1.030
H 3.102 -0.972 0.702
H 0.602 -1.751 1.338
H -0.941 2.058 0.971
H -0.598 1.924 -0.802
H 0.810 2.329 0.150
H -2.344 0.161 -1.164
H -2.632 -1.290 -0.329
H -2.321 0.073 0.582
H -0.432 -1.457 -0.963
*
```

maximum force = 4.0 eV/Å
energy relative to the best compared isomer or geometry (same formula, charge and spin) = 5.051 eV
Kohn-Sham gap (alpha / beta) = 8.32 / 7.72 eV

Results of the natural (NBO) charge analysis, in e, for atoms 1 through 2:
1 C 0.235
2 C -0.402


# 4
The following is a DFT calculation (the ωB97M-V functional and the def2-TZVPD basis) of the ion C6H10N with charge +1.

Structure (ORCA input):
```
! wB97M-V def2-TZVPD RIJCOSX def2/J DEFGRID3
* xyz 1 3
C 2.352 -0.683 -1.023
C 1.279 -0.887 -0.527
C -0.340 1.634 -0.929
C -0.508 0.700 0.213
C 0.172 -1.492 1.547
C 0.021 -0.947 0.217
N -1.652 1.211 -0.548
H 3.278 -0.643 -1.626
H -0.222 2.676 -0.842
H 0.085 1.254 -1.973
H -0.217 1.012 1.257
H -0.538 -0.847 2.252
H -0.028 -2.588 1.662
H 1.184 -1.412 1.857
H -0.595 -1.582 -0.341
H -2.048 1.997 -0.041
H -2.223 0.599 -1.152
*
```

⟨S²⟩ = 2.0068
maximum force = 12.2 eV/Å
energy relative to the best compared isomer or geometry (same formula, charge and spin) = 6.865 eV
Kohn-Sham gap (alpha / beta) = 5.04 / 7.89 eV

Results of the natural (NBO) charge analysis, in e, for atoms 1 through 2:
1 C -0.166
2 C 0.099


# 5
The following is a DFT calculation (the ωB97M-V functional and the def2-TZVPD basis) of the ion C6H10N with charge +1.

Structure (ORCA input):
```
! wB97M-V def2-TZVPD RIJCOSX def2/J DEFGRID3
* xyz 1 3
C -1.193 -0.173 0.233
C -1.305 -1.483 0.163
C -2.116 0.795 -0.319
C 0.134 0.425 0.796
C 1.509 0.214 0.246
C 2.615 -0.633 -0.217
N 0.978 1.342 -0.015
H -0.561 -1.999 0.763
H -2.169 -2.011 -0.140
H -2.511 1.415 0.531
H -1.593 1.366 -1.061
H 0.053 0.905 1.812
H 3.288 0.138 -0.711
H 2.039 -1.252 -1.079
H 3.135 -1.378 0.253
H -2.980 0.245 -0.648
H 0.676 2.084 -0.605
*
```

⟨S²⟩ = 2.0104
maximum force = 6.1 eV/Å
energy relative to the best compared isomer or geometry (same formula, charge and spin) = 4.967 eV
Kohn-Sham gap (alpha / beta) = 5.60 / 5.51 eV

Results of the natural (NBO) charge analysis, in e, for atoms 1 through 2:
1 C 0.258
2 C -0.075


# 6
The following is a DFT calculation (the ωB97M-V functional and the def2-TZVPD basis) of the molecule C6H10N2.

Structure (ORCA input):
```
! wB97M-V def2-TZVPD RIJCOSX def2/J DEFGRID3
* xyz 0 1
C -0.755 -1.329 1.769
N 0.137 -1.116 0.709
C -0.448 -0.880 -0.657
C 0.040 0.562 -0.667
C 1.023 0.967 -1.842
C -0.881 1.624 -0.352
N -1.578 2.497 -0.111
C 0.753 0.169 0.823
H -0.111 -1.033 2.632
H -1.737 -0.913 1.533
H -1.152 -2.356 1.968
H -1.503 -0.922 -0.680
H 0.028 -1.311 -1.453
H 1.905 0.363 -1.667
H 1.277 2.011 -1.821
H 0.609 0.699 -2.814
H 1.952 0.215 0.937
H 0.442 0.755 1.692
*
```

maximum force = 3.6 eV/Å
energy relative to the best compared isomer or geometry (same formula, charge and spin) = 2.864 eV
Kohn-Sham gap = 9.56 eV

Results of the natural (NBO) charge analysis, in e, for atoms 1 through 2:
1 C -0.419
2 N -0.447


# 7
The following is a DFT calculation (the ωB97M-V functional and the def2-TZVPD basis) of a cluster of 2 separate species, C6H10N2 in total.

Structure (ORCA input):
```
! wB97M-V def2-TZVPD RIJCOSX def2/J DEFGRID3
* xyz 0 1
H 0.625 -3.115 -0.372
N 0.925 -2.649 -1.222
C 1.024 -1.385 -1.084
N 1.216 -0.603 -2.197
C 0.793 -0.621 0.150
C 0.794 -0.930 1.411
H 1.508 -1.099 -3.022
H 1.601 0.317 -2.069
H 0.141 0.397 -0.012
H 0.216 -0.120 2.046
H 1.109 -1.853 1.872
C -1.016 1.363 1.855
C -1.120 1.502 0.524
C -1.731 1.851 -0.578
H -1.810 0.900 2.424
H -0.350 2.009 2.412
H -2.352 2.737 -0.644
H -1.576 1.300 -1.495
*
```

maximum force = 3.3 eV/Å
energy relative to the best compared isomer or geometry (same formula, charge and spin) = 4.090 eV
Kohn-Sham gap = 9.83 eV

Results of the natural (NBO) charge analysis, in e, for atoms 1 through 2:
1 H 0.339
2 N -0.702


# 8
The following is a DFT calculation (the ωB97M-V functional and the def2-TZVPD basis) of the molecule C6H10N2.

Structure (ORCA input):
```
! wB97M-V def2-TZVPD RIJCOSX def2/J DEFGRID3
* xyz 0 1
C 1.024 -0.197 -2.762
C 0.944 -0.335 -1.237
C -0.390 0.193 -0.715
C -0.602 -0.042 0.766
C -1.419 0.710 1.576
N -1.113 0.309 2.852
C -0.030 -0.534 2.770
N 0.282 -0.757 1.510
H 1.934 -0.707 -3.089
H 0.148 -0.699 -3.178
H 1.023 0.815 -3.166
H 1.797 0.141 -0.754
H 0.997 -1.402 -1.029
H -1.230 -0.136 -1.335
H -0.407 1.268 -0.925
H -2.296 1.311 1.408
H -1.244 0.842 3.691
H 0.586 -0.780 3.616
*
```

maximum force = 1.8 eV/Å
energy relative to the best compared isomer or geometry (same formula, charge and spin) = 0.235 eV
Kohn-Sham gap = 9.46 eV

Results of the natural (NBO) charge analysis, in e, for atoms 1 through 2:
1 C -0.602
2 C -0.384


# 9
The following is a DFT calculation (the ωB97M-V functional and the def2-TZVPD basis) of the molecule C6H10N2.

Structure (ORCA input):
```
! wB97M-V def2-TZVPD RIJCOSX def2/J DEFGRID3
* xyz 0 1
N 0.820 0.391 -2.612
C -0.040 0.138 -1.443
C 0.202 -1.014 -0.680
C -0.954 -1.344 0.142
C -1.174 -0.359 1.116
C -0.316 0.696 1.176
N 0.490 1.008 2.296
C 0.644 0.390 -0.058
H 0.505 -0.495 -3.149
H 1.684 0.047 -2.107
H -1.102 0.308 -1.435
H 0.908 -1.749 -0.904
H -1.572 -2.105 -0.239
H -1.937 -0.316 1.942
H -0.870 1.544 0.930
H 0.014 0.968 3.247
H 1.311 0.124 2.368
H 1.722 0.841 0.044
*
```

maximum force = 7.8 eV/Å
energy relative to the best compared isomer or geometry (same formula, charge and spin) = 4.286 eV
Kohn-Sham gap = 9.93 eV

Results of the natural (NBO) charge analysis, in e, for atoms 1 through 2:
1 N -0.766
2 C -0.059


# 10
The following is a DFT calculation (the ωB97M-V functional and the def2-TZVPD basis) of a structure of composition C6H10N2.

Structure (ORCA input):
```
! wB97M-V def2-TZVPD RIJCOSX def2/J DEFGRID3
* xyz 0 1
C 0.394 0.699 -0.276
C 0.519 2.040 0.408
C -0.544 0.673 -1.469
C 0.550 -1.211 0.881
N 0.909 -2.136 -0.037
C -0.526 -0.379 0.950
C -1.343 -1.794 1.189
N -2.199 -2.567 1.246
H 1.382 0.363 -0.582
H 1.863 -2.125 -0.355
H 0.433 -3.032 -0.080
H -0.760 0.317 1.738
H 0.963 2.760 -0.285
H -1.542 1.012 -1.196
H 1.161 1.963 1.285
H -0.455 2.436 0.699
H -0.653 -0.340 -1.856
H -0.151 1.320 -2.259
*
```

maximum force = 6.4 eV/Å
energy relative to the best compared isomer or geometry (same formula, charge and spin) = 7.315 eV
Kohn-Sham gap (alpha / beta) = 7.13 / 7.14 eV

Results of the natural (NBO) charge analysis, in e, for atoms 1 through 2:
1 C -0.105
2 C -0.649


# 11
The following is a DFT calculation (the ωB97M-V functional and the def2-TZVPD basis) of the molecule C6H10N2.

Structure (ORCA input):
```
! wB97M-V def2-TZVPD RIJCOSX def2/J DEFGRID3
* xyz 0 1
C 1.745 -1.321 0.838
C 0.914 -0.717 -0.009
N 0.093 -1.411 -0.779
C -0.911 -0.605 -1.369
C -0.651 0.704 -0.747
C -1.335 1.367 0.369
C -0.201 1.299 1.251
N 0.529 0.680 0.072
H 1.567 -2.515 0.640
H 1.887 -1.492 2.022
H 2.804 -1.183 0.506
H -1.856 -1.004 -0.772
H -1.233 -0.747 -2.522
H -0.640 1.520 -1.607
H -1.762 2.348 0.181
H -2.367 0.877 0.447
H 0.307 2.260 1.852
H -0.433 0.695 2.209
*
```

maximum force = 11.5 eV/Å
energy relative to the best compared isomer or geometry (same formula, charge and spin) = 5.215 eV
Kohn-Sham gap = 9.20 eV

Results of the natural (NBO) charge analysis, in e, for atoms 1 through 2:
1 C -0.711
2 C 0.371


# 12
The following is a DFT calculation (the ωB97M-V functional and the def2-TZVPD basis) of a structure of composition C6H10N2.

Structure (ORCA input):
```
! wB97M-V def2-TZVPD RIJCOSX def2/J DEFGRID3
* xyz 0 1
C -0.811 1.850 0.350
C -0.339 0.281 -0.716
C 0.404 -1.045 -0.888
C 1.578 -0.908 0.149
C -0.283 -1.590 0.520
C 0.238 0.658 0.506
H -0.297 2.680 0.779
H -1.783 1.813 0.978
H -1.508 1.714 -1.623
H -1.476 -0.061 -0.785
H 0.411 -1.570 -1.757
H 2.440 -0.250 0.306
H 1.805 -1.937 0.278
H -1.356 -1.244 0.737
H -0.347 -2.678 0.774
H 1.211 1.161 0.278
N -0.557 1.723 -1.099
N 0.668 -0.599 1.212
*
```

maximum force = 5.8 eV/Å
energy relative to the best compared isomer or geometry (same formula, charge and spin) = 7.274 eV
Kohn-Sham gap = 9.88 eV

Results of the natural (NBO) charge analysis, in e, for atoms 1 through 2:
1 C -0.246
2 C -0.071


# 13
The following is a DFT calculation (the ωB97M-V functional and the def2-TZVPD basis) of a cluster of 2 separate species, C6H10N2 in total.

Structure (ORCA input):
```
! wB97M-V def2-TZVPD RIJCOSX def2/J DEFGRID3
* xyz 0 1
C 2.039 0.210 0.165
C 1.048 -1.759 -0.778
C 0.940 -0.644 -0.001
C -1.594 -0.698 0.273
C -0.114 1.632 -1.111
C -0.263 -0.060 0.467
N 2.895 0.955 0.372
N -0.175 0.706 1.649
H 0.248 -2.312 -1.336
H 2.019 -2.179 -1.000
H -2.491 -0.126 0.320
H -1.806 -1.541 0.956
H -1.646 -1.227 -0.737
H -0.314 2.470 -0.452
H 0.757 1.406 -1.570
H -1.142 1.363 -1.508
H -1.004 0.646 2.206
H 0.602 1.159 2.087
*
```

maximum force = 6.5 eV/Å
energy relative to the best compared isomer or geometry (same formula, charge and spin) = 4.330 eV
Kohn-Sham gap (alpha / beta) = 7.38 / 7.54 eV

Results of the natural (NBO) charge analysis, in e, for atoms 1 through 2:
1 C 0.281
2 C -0.352


# 14
The following is a DFT calculation (the ωB97M-V functional and the def2-TZVPD basis) of the molecule C6H10N2.

Structure (ORCA input):
```
! wB97M-V def2-TZVPD RIJCOSX def2/J DEFGRID3
* xyz 0 1
H 3.851 1.878 0.004
N 3.047 1.275 0.202
C 3.417 0.087 0.461
C 2.511 -1.060 0.679
N 1.251 -1.210 0.340
C 0.412 -0.220 -0.297
C -1.063 -0.182 -0.487
C -1.929 -0.988 0.377
C -1.731 0.879 -1.283
H 4.449 -0.160 0.430
H 2.916 -1.754 1.354
H 1.006 0.561 -0.790
H -1.329 -1.210 1.264
H -2.132 -1.984 -0.035
H -2.810 -0.416 0.609
H -1.317 1.227 -2.234
H -1.876 1.736 -0.504
H -2.706 0.681 -1.613
*
```

maximum force = 6.1 eV/Å
energy relative to the best compared isomer or geometry (same formula, charge and spin) = 3.262 eV
Kohn-Sham gap = 7.75 eV

Results of the natural (NBO) charge analysis, in e, for atoms 1 through 2:
1 H 0.338
2 N -0.585